1.
The following is a quantum chemistry calculation of one molecule with the formula C15H22O4S in a non-equilibrium geometry, from the Open Molecules 2025 dataset.

Relative energy (zero: lowest compared OMol25 entry of this formula, charge and spin) ... 0.0 kcal per mole
Strongest force on any atom ... 1.893 eV/A
Orbital gap ... 9.29 eV

Each line ends with the Mulliken charge.
Atoms and positions in Å:
C 2.321 2.516 0.183  -0.9261
C 1.305 3.642 0.035  -0.6399
C -0.016 3.175 -0.581  -0.6284
C -0.796 2.236 0.324  0.0229
H -0.248 1.320 0.519  -0.3205
H -1.074 2.724 1.258  0.4445
S -2.372 1.781 -0.541  0.4710
O -3.301 2.873 -0.247  -0.6572
C -2.862 0.391 0.620  -1.1617
C -2.281 -0.920 0.125  0.1668
C -2.870 -2.131 0.883  -1.0185
O -2.299 -3.357 0.528  -0.3599
C -2.634 -3.827 -0.761  -0.6467
H -2.126 -3.261 -1.548  0.2501
H -3.717 -3.787 -0.923  0.3157
H -2.299 -4.861 -0.797  0.2424
H -3.959 -2.141 0.722  0.4347
H -2.662 -2.015 1.950  0.3273
H -2.469 -1.029 -0.951  0.5819
O -0.870 -0.901 0.331  -0.0686
C -0.078 -1.273 -0.688  0.6673
O -0.491 -1.575 -1.782  -0.6472
C 1.354 -1.214 -0.319  0.3143
C 2.302 -1.246 -1.338  -0.4929
C 3.648 -1.170 -1.034  -0.5707
C 4.054 -1.070 0.288  -0.3998
C 3.114 -1.050 1.306  -0.6550
C 1.765 -1.119 1.008  -0.2796
H 1.027 -1.112 1.795  0.4383
H 3.434 -0.980 2.335  0.3980
H 5.106 -1.012 0.526  0.4161
H 4.382 -1.190 -1.825  0.4102
H 1.962 -1.326 -2.360  0.4585
H -2.529 0.621 1.630  0.3883
H -3.950 0.365 0.591  0.5289
H -0.641 4.046 -0.795  0.3755
H 0.189 2.669 -1.528  0.3182
H 1.727 4.418 -0.607  0.3273
H 1.110 4.090 1.011  0.3114
H 1.983 1.769 0.896  0.1774
H 3.272 2.910 0.533  0.4198
H 2.487 2.022 -0.772  0.2660

2.
The following is a quantum chemistry calculation of C15H23BMnN6Si as an isolated structure in a non-equilibrium geometry, from the Open Molecules 2025 dataset.

Charge ... +2
Relative energy (zero: lowest compared OMol25 entry of this formula, charge and spin) ... 10.2 kcal per mole
Strongest force on any atom ... 4.236 eV/A
Orbital gap (spin up / spin down) ... 5.47 / 5.47 eV
Multiplicity ... 4

Each line ends with the Mulliken charge.
Atoms and positions in Å:
H 1.997 -3.320 2.130  0.4411
N 2.597 -2.310 0.348  -0.2863
B 3.488 -0.610 -1.347  0.0244
N 3.222 -1.121 0.083  0.1743
C 3.622 -0.589 1.266  -0.1281
Mn 1.826 -3.494 -0.928  1.2883
H 4.228 0.302 1.314  0.4885
C 3.120 -1.373 2.298  -0.9232
H 3.215 -1.185 3.352  0.4311
C 2.487 -2.461 1.701  -0.3477
H 4.525 -0.945 -1.822  -0.0563
C -0.771 0.856 -0.752  -0.4374
H -0.966 -0.182 -1.069  0.2615
H 0.263 0.895 -0.373  0.1960
H -0.775 1.470 -1.662  0.3727
N 3.415 0.944 -1.158  0.7301
N 2.247 -0.894 -2.213  0.1525
N 2.262 1.483 -0.619  -0.2300
N 1.525 -2.054 -2.124  -0.2382
C 4.321 1.924 -1.400  -0.6665
C 1.721 -0.152 -3.219  -0.1503
H 5.283 1.687 -1.832  0.4667
H 2.189 0.758 -3.563  0.4810
C 3.757 3.133 -1.003  -0.8298
C 0.568 -0.778 -3.678  -0.9726
C 2.470 2.806 -0.523  -0.3752
C 0.454 -1.972 -2.968  -0.3553
H 4.206 4.107 -1.045  0.4363
H -0.103 -0.414 -4.435  0.4390
H 1.719 3.476 -0.121  0.4084
H -0.279 -2.762 -3.023  0.4863
H -1.224 2.185 0.159  0.4144
C -4.371 0.991 3.401  -1.0542
Si -4.237 0.120 1.750  0.5714
C -4.064 -1.723 2.046  -1.0539
C -5.793 0.444 0.765  -1.0693
C -2.791 0.729 0.821  -0.3709
C -1.780 1.267 0.239  0.3988
H -5.329 1.521 3.487  0.3258
H -3.560 1.724 3.493  0.3218
H -4.293 0.280 4.233  0.3208
H -4.882 -2.275 1.565  0.3277
H -3.113 -2.081 1.629  0.2853
H -4.077 -1.950 3.121  0.3273
H -5.529 0.981 -0.155  0.3142
H -6.292 -0.495 0.490  0.3289
H -6.498 1.059 1.341  0.3305

3.
The following is a quantum chemistry calculation of one molecule with the formula C15H23ClN4O4S in a non-equilibrium geometry, from the Open Molecules 2025 dataset.

Relative energy (zero: lowest compared OMol25 entry of this formula, charge and spin) ... 25.3 kcal per mole
Strongest force on any atom ... 1.834 eV/A
Orbital gap ... 9.10 eV
SMILES string ... CO[C@@]1(C(=O)NC[C@H](CO)NC(=O)Cc2cc(Cl)n(C)n2)CCSC1

Each line ends with the Mulliken charge.
Atoms and positions in Å:
C 0.157 -0.710 -2.542  -0.9970
O 1.019 -0.898 -1.416  0.0314
C 2.081 0.054 -1.170  1.1414
C 1.542 1.487 -0.863  -0.0444
O 2.090 2.497 -1.301  -0.6988
N 0.441 1.543 -0.104  0.0723
C -0.305 2.745 0.286  -1.0381
C -1.849 2.554 0.254  0.2662
C -2.601 3.640 1.070  -0.9298
O -2.377 4.927 0.520  -0.5276
N -2.275 1.149 0.470  -0.1159
C -2.898 0.602 1.524  0.6442
O -3.239 1.235 2.516  -0.6605
C -3.157 -0.900 1.457  -1.2408
C -1.880 -1.717 1.391  0.7368
C -0.942 -1.962 2.402  -0.8099
C 0.030 -2.764 1.839  0.0284
Cl 1.467 -3.453 2.490  -0.1623
N -0.376 -2.946 0.542  0.8335
C 0.271 -3.736 -0.493  -0.8936
N -1.523 -2.305 0.268  -0.8416
C 2.810 -0.544 0.072  -0.4062
C 4.062 -1.336 -0.361  -0.7451
S 3.992 -1.520 -2.154  -0.2180
C 3.095 0.034 -2.342  -0.8301
H -0.666 -1.422 -2.483  0.3874
H -0.282 0.288 -2.578  0.3163
H 0.672 -0.899 -3.484  0.2475
H 0.099 0.662 0.252  0.0191
H 0.020 3.067 1.276  0.3286
H -0.053 3.568 -0.390  0.4425
H -2.154 2.745 -0.778  0.1855
H -3.676 3.447 1.060  0.4203
H -2.292 3.625 2.117  0.3956
H -2.858 5.576 1.043  0.3265
H -2.046 0.502 -0.269  0.3386
H -3.747 -1.185 2.328  0.3709
H -3.802 -1.080 0.598  0.3918
H -0.976 -1.599 3.420  0.4876
H 0.294 -4.781 -0.184  0.3878
H -0.265 -3.651 -1.439  0.2836
H 1.291 -3.377 -0.634  0.2146
H 3.113 0.231 0.779  0.4175
H 2.143 -1.203 0.627  -0.2830
H 4.984 -0.803 -0.123  0.4298
H 4.105 -2.321 0.105  0.4035
H 2.635 0.093 -3.326  0.4944
H 3.826 0.842 -2.272  0.3993

4.
The following is a quantum chemistry calculation of C15H23CrN3O3S as an isolated structure in a non-equilibrium geometry, from the Open Molecules 2025 dataset.

Charge ... +3
Strongest force on any atom ... 1.610 eV/A
Orbital gap (spin up / spin down) ... 6.40 / 7.86 eV
Multiplicity ... 4

Each line ends with the Mulliken charge.
Atoms and positions in Å:
Cr -0.059 -1.094 0.302  0.5724
C 0.506 0.272 3.074  -0.8887
O -0.008 -0.879 2.406  -0.2679
C -1.283 -1.247 2.955  -0.6200
C -1.801 -2.493 2.239  -0.5762
O -1.495 -2.321 0.858  -0.0307
C -2.370 -2.839 -0.139  -0.5538
C -1.486 -3.099 -1.364  -0.4781
O -0.589 -1.985 -1.534  -0.2093
C -0.651 -1.379 -2.822  -0.8629
H 0.493 0.119 4.158  0.3570
H -0.104 1.149 2.832  0.3795
H 1.535 0.423 2.749  0.2855
H -1.974 -0.401 2.809  0.3491
H -1.186 -1.445 4.030  0.5138
H -2.881 -2.593 2.400  0.4323
H -1.302 -3.401 2.605  0.4018
H -3.138 -2.085 -0.369  0.2869
H -2.862 -3.762 0.189  0.4819
H -2.108 -3.234 -2.255  0.4913
H -0.880 -4.004 -1.220  0.3070
H -0.489 -2.129 -3.602  0.3387
H 0.144 -0.635 -2.870  0.2588
H -1.621 -0.898 -2.975  0.3971
C -2.256 3.609 -0.741  -0.8394
N -0.863 3.274 -0.810  0.2030
C 0.134 4.112 -1.203  -0.7806
C 1.300 3.425 -1.154  -0.2874
N 1.023 2.136 -0.720  0.4610
C -0.335 2.074 -0.517  0.2370
S -1.353 0.805 0.006  -0.1759
C 1.996 1.132 -0.556  0.7549
C 3.342 1.434 -0.795  -0.7253
C 4.307 0.457 -0.642  -0.7174
C 3.913 -0.821 -0.245  -0.8535
C 2.571 -1.045 -0.036  -0.3237
N 1.618 -0.106 -0.184  0.5276
H -2.385 4.650 -1.025  0.3211
H -2.646 3.468 0.267  0.3742
H -2.832 2.984 -1.424  0.3853
H -0.039 5.129 -1.498  0.4760
H 2.275 3.788 -1.404  0.5337
H 3.649 2.420 -1.097  0.4599
H 5.346 0.683 -0.831  0.4809
H 4.634 -1.611 -0.107  0.4971
H 2.210 -2.038 0.261  0.6261

5.
The following is a quantum chemistry calculation of a 2-piece molecular cluster, C15H23F3O3P overall in a non-equilibrium geometry, from the Open Molecules 2025 dataset.

Charge ... +1
Strongest force on any atom ... 1.821 eV/A
Orbital gap ... 9.69 eV

Each line ends with the Mulliken charge.
Atoms and positions in Å:
C -3.641 3.576 -0.940  -1.1128
C -3.399 3.424 -2.457  -0.1365
O -2.032 3.290 -2.818  -0.4219
C -1.550 1.987 -2.653  -0.4777
C -2.012 1.020 -3.777  -0.4983
P -1.980 -0.716 -3.199  0.0795
C -2.933 -0.798 -1.623  -0.9061
C -2.048 -1.114 -0.408  1.3015
C -2.695 -1.683 0.661  -0.6873
C -2.026 -2.053 1.799  -0.7371
C -0.667 -1.834 1.839  -0.4211
C -0.033 -1.235 0.790  -0.7793
C -0.692 -0.862 -0.354  -0.2802
H -4.549 3.044 -0.641  0.3034
H -3.823 4.628 -0.708  0.3346
H -2.807 3.240 -0.318  0.3266
H -4.046 2.634 -2.868  0.1356
H -3.742 4.345 -2.934  0.4138
H -0.458 2.046 -2.711  0.3567
H -1.788 1.642 -1.634  0.2132
H -1.274 1.088 -4.582  0.3921
H -3.023 1.206 -4.149  0.4306
H -0.686 -1.231 -3.071  0.2190
H -2.641 -1.465 -4.186  0.1782
H -3.588 -1.665 -1.753  0.6134
H -3.497 0.134 -1.525  0.3615
H -3.768 -1.850 0.596  0.3920
H -2.547 -2.523 2.624  0.4144
H -0.106 -2.142 2.715  0.3906
H 1.033 -1.054 0.875  0.3806
H -0.181 -0.400 -1.191  0.2094
C 6.774 -1.012 2.072  -1.1009
C 5.884 -1.961 2.845  -0.2229
O 4.773 -1.258 3.443  -0.3153
C 3.738 -1.022 2.659  0.3763
O 3.634 -1.334 1.505  -0.5420
C 2.630 -0.316 3.451  0.9341
F 3.104 0.667 4.217  -0.2530
F 1.993 -1.178 4.259  -0.2629
F 1.717 0.214 2.630  -0.2410
H 7.102 -0.191 2.710  0.3092
H 7.650 -1.536 1.693  0.3721
H 6.241 -0.573 1.228  0.3118
H 6.437 -2.405 3.670  0.3279
H 5.524 -2.776 2.219  0.3178

6.
The following is a quantum chemistry calculation of a 2-piece molecular cluster, C15H23N2O4 overall in a non-equilibrium geometry, from the Open Molecules 2025 dataset.

Charge ... -1
Relative energy (zero: lowest compared OMol25 entry of this formula, charge and spin) ... 125.7 kcal per mole
Strongest force on any atom ... 1.128 eV/A
Orbital gap ... 1.47 eV

Each line ends with the Mulliken charge.
Atoms and positions in Å:
C -3.241 3.390 -2.578  -1.2569
C -2.327 3.751 -1.432  -0.2498
O -2.228 2.654 -0.531  -0.0850
C -1.164 2.789 0.363  -1.2569
C 0.123 2.128 -0.139  -0.8842
N 0.340 0.750 0.280  0.4797
C 1.679 0.330 -0.106  -1.4543
C 2.058 -1.071 0.313  1.0098
C 3.393 -1.263 0.696  -1.0554
C 3.874 -2.509 1.095  -0.6290
C 3.003 -3.589 1.120  -0.6971
C 1.678 -3.411 0.738  -0.6564
C 1.184 -2.162 0.332  1.1618
C -0.252 -2.115 -0.081  -1.0054
C 0.097 0.594 1.690  -0.9211
C -1.381 0.842 1.902  -1.2086
N -1.619 2.293 1.683  1.0380
H -2.988 4.035 -3.415  0.3813
H -4.281 3.567 -2.333  0.3035
H -3.066 2.369 -2.894  0.3521
H -2.691 4.629 -0.895  0.3757
H -1.350 4.018 -1.838  0.3470
H -0.955 3.850 0.510  -0.5905
H 0.038 2.111 -1.222  0.3454
H 0.989 2.766 0.091  0.6491
H 1.780 0.408 -1.188  0.4387
H 2.420 1.018 0.328  0.4916
H 4.073 -0.420 0.684  0.3294
H 4.910 -2.595 1.380  0.3899
H 3.349 -4.569 1.407  0.4077
H 1.004 -4.256 0.701  0.4688
H -0.931 -1.982 0.768  0.1470
H -0.517 -3.041 -0.579  0.2657
H -0.476 -1.314 -0.775  0.2374
H 0.312 -0.410 2.035  0.5029
H 0.679 1.306 2.300  0.3635
H -1.919 0.275 1.154  0.4022
H -1.679 0.544 2.901  0.4563
H -2.608 2.523 1.841  0.4824
H -1.089 2.806 2.410  0.6136
C -0.046 -5.292 -2.202  0.7077
O 0.265 -6.315 -2.862  -0.7640
O -0.440 -5.337 -0.968  -0.7317
O 0.002 -4.094 -2.686  -0.7022

7.
The following is a quantum chemistry calculation of one molecule with the formula C15H23N3O3S in a non-equilibrium geometry, from the Open Molecules 2025 dataset.

Relative energy (zero: lowest compared OMol25 entry of this formula, charge and spin) ... 53.2 kcal per mole
Strongest force on any atom ... 1.191 eV/A
Orbital gap ... 9.00 eV
SMILES string ... C[C@@H]1CN(c2ccc(S(=O)(=O)N3CCCC3)cn2)C[C@H](C)O1

Each line ends with the Mulliken charge.
Atoms and positions in Å:
C 5.649 1.663 -1.192  -1.5844
C 4.772 0.419 -1.126  0.6200
C 3.293 0.779 -1.248  -1.0513
N 2.486 -0.424 -1.192  0.1822
C 1.206 -0.346 -0.767  0.9012
N 0.741 0.897 -0.567  -0.4648
C -0.503 1.058 -0.164  -0.2271
C -1.364 0.004 0.067  -0.1548
C -0.897 -1.292 -0.120  -0.7935
C 0.398 -1.483 -0.537  -0.7601
H 0.785 -2.480 -0.666  0.3417
H -1.563 -2.119 0.068  0.4699
S -3.029 0.250 0.633  1.4422
O -3.313 1.660 0.650  -0.6671
O -3.915 -0.607 -0.100  -0.7753
N -2.892 -0.395 2.194  -0.0636
C -2.307 0.557 3.118  -0.6652
H -1.588 1.176 2.584  0.2821
H -1.784 -0.006 3.897  0.4096
C -3.477 1.369 3.705  -0.5235
H -3.347 1.521 4.776  0.3669
H -3.536 2.339 3.217  0.2293
C -4.728 0.532 3.387  -0.5300
H -5.331 0.330 4.271  0.4009
H -5.345 1.046 2.651  0.2452
C -4.172 -0.761 2.774  -0.8191
H -4.801 -1.179 1.991  0.4148
H -3.990 -1.520 3.541  0.3454
H -0.838 2.077 -0.026  0.5161
C 3.144 -1.660 -1.545  -0.8673
H 3.593 -2.129 -0.657  0.1986
H 2.422 -2.356 -1.975  0.5357
C 4.232 -1.404 -2.595  0.2025
C 3.615 -1.011 -3.942  -1.3671
H 4.403 -0.675 -4.610  0.3659
H 3.120 -1.870 -4.387  0.3758
H 2.888 -0.212 -3.828  0.2680
O 5.186 -0.448 -2.168  -0.4236
H 4.799 -2.335 -2.738  0.4180
H 2.989 1.436 -0.430  0.6779
H 3.122 1.317 -2.188  0.1489
H 4.931 -0.084 -0.156  0.2291
H 5.474 2.190 -2.125  0.3691
H 5.429 2.323 -0.358  0.3990
H 6.694 1.370 -1.153  0.3822

8.
The following is a quantum chemistry calculation of C15H23N4O3V as an isolated structure, from the Open Molecules 2025 dataset.

Charge ... -1
Strongest force on any atom ... 0.974 eV/A
Orbital gap (spin up / spin down) ... 4.37 / 5.72 eV
Multiplicity ... 2

Each line ends with the Mulliken charge.
Atoms and positions in Å:
V -0.347 0.987 -0.629  0.2857
C 4.169 3.266 0.696  -1.4379
C 2.916 2.471 0.416  0.5473
N 2.754 1.214 0.606  -0.1616
O 3.813 0.477 1.131  -0.4075
C 1.766 3.236 -0.108  0.1524
C 1.742 4.722 -0.284  -1.2391
N 0.691 2.557 -0.337  0.3677
O -0.414 3.122 -0.783  -0.8073
H 5.048 2.688 0.980  0.4152
H 3.987 3.978 1.503  0.2977
H 4.448 3.844 -0.185  0.2988
H 4.601 1.034 1.170  0.2826
H 2.720 5.176 -0.142  0.3188
H 1.046 5.193 0.415  0.2683
H 1.384 4.979 -1.284  0.2885
C -2.901 -0.843 1.700  -1.5006
C -3.071 -0.134 0.349  2.7532
C -4.459 0.529 0.320  -1.9718
C -3.017 -1.187 -0.762  -1.5617
C -2.000 0.926 0.192  -1.0737
H -3.647 -1.635 1.827  0.3702
H -3.009 -0.137 2.528  0.3914
H -1.910 -1.294 1.771  0.1905
H -5.257 -0.203 0.479  0.4222
H -4.626 1.013 -0.644  0.4056
H -4.531 1.294 1.096  0.4199
H -3.916 -1.812 -0.737  0.4685
H -2.156 -1.847 -0.656  0.2703
H -2.950 -0.717 -1.745  0.2461
H -2.271 1.890 0.643  0.3069
N 1.061 -3.895 1.852  -0.4078
C 0.743 -4.314 0.572  0.2842
O 0.667 -5.509 0.321  -0.6915
C 0.551 -3.270 -0.468  1.0920
C 0.447 -3.667 -1.834  -0.9750
C 0.354 -2.614 -2.759  -0.3871
C 0.310 -1.313 -2.357  -0.5036
N 0.280 -0.931 -1.016  0.2608
C 0.454 -1.948 -0.124  -0.7046
H 1.389 -4.650 2.434  0.2704
H 1.566 -3.030 1.949  0.2014
H 0.494 -4.705 -2.116  0.4471
H 0.333 -2.825 -3.824  0.3815
H 0.285 -0.491 -3.062  0.2781
H 0.461 -1.626 0.911  -0.1527